Record 1
C20H33NO7 | the ωB97M-V functional and the def2-TZVPD basis

XYZ file:
```
61
Properties=species:S:1:pos:R:3:mulliken_charge:R:1
C 1.514 -3.662 -2.609 -0.3958
C 1.781 -2.558 -3.297 -0.3482
C 1.813 -1.153 -4.135 0.4253
N 3.119 -1.019 -4.862 -0.6498
C 1.593 0.011 -2.992 -0.6703
O 0.607 -0.522 -2.066 -0.3423
C -0.473 0.416 -1.810 -0.1163
C -1.393 0.773 -3.089 -0.6920
C -1.768 -0.481 -4.034 -0.1631
C -3.249 -1.070 -3.651 -0.9249
H 0.992 -4.416 -1.898 0.3139
H 0.968 -1.114 -4.914 0.3142
H 3.744 -0.328 -4.419 0.2538
H 2.864 -0.749 -5.830 0.3011
H 1.325 1.034 -3.442 0.2426
H 2.636 0.104 -2.470 0.4220
H -0.133 1.407 -1.329 -0.0312
H -1.171 -0.098 -1.028 0.3009
H -0.820 1.588 -3.694 0.3096
H -2.375 1.257 -2.681 0.4150
H -1.888 -0.052 -5.114 0.2351
H -1.027 -1.359 -3.999 0.0920
H -4.085 -0.352 -4.004 0.2602
H -3.338 -2.111 -4.172 0.2897
H -3.311 -1.294 -2.508 0.1720
O -5.237 -3.391 -3.078 -0.5616
C -4.882 -3.695 -1.964 0.4622
C -5.067 -5.044 -1.326 -0.3960
C -4.815 -4.742 0.134 -0.4952
C -3.855 -3.579 0.067 -0.4454
O -4.213 -2.862 -1.118 -0.2879
H -4.325 -5.735 -1.733 0.2585
H -6.077 -5.421 -1.490 0.2820
H -4.423 -5.592 0.696 0.3224
H -5.750 -4.424 0.609 0.2641
H -2.814 -3.904 -0.023 0.2541
H -3.947 -2.923 0.935 0.3110
O -1.751 4.437 2.320 -0.6226
C -0.714 3.861 2.094 0.2875
C 0.498 3.856 2.983 -0.1648
C 1.572 3.341 2.051 -0.2392
C 0.790 2.468 1.101 -0.3828
O -0.498 3.080 0.998 -0.2866
H 0.324 3.176 3.819 0.1851
H 0.725 4.860 3.343 0.3584
H 2.375 2.810 2.561 0.1419
H 2.016 4.180 1.504 0.2540
H 0.662 1.449 1.481 0.2439
H 1.254 2.421 0.113 0.3142
O 1.589 2.552 5.457 -0.5634
C 2.793 2.444 5.430 0.4671
C 3.642 1.861 6.524 -0.4581
C 5.026 2.333 6.139 -0.5156
C 4.929 2.437 4.636 -0.5109
O 3.571 2.801 4.370 -0.2702
H 3.561 0.771 6.497 0.2679
H 3.344 2.246 7.500 0.3085
H 5.825 1.668 6.473 0.3249
H 5.209 3.323 6.568 0.2688
H 5.139 1.484 4.139 0.2923
H 5.600 3.200 4.235 0.3178
```

Output
**HOMO energy**: -9.163 eV

=====

Record 2
C2H3BrFNO2 | the ωB97M-V functional and the def2-TZVPD basis

XYZ file:
```
10
Properties=species:S:1:pos:R:3:mulliken_charge:R:1
O -1.688 0.420 -1.126 -0.5315
N -1.441 0.035 -0.038 0.9633
O -2.183 0.007 0.976 -0.5541
C -0.136 -0.623 0.183 -0.5594
C 0.925 0.355 -0.220 -0.1261
F 0.900 1.450 0.527 -0.2357
Br 2.736 -0.321 0.101 -0.1411
H 0.115 -1.478 -0.523 0.3254
H -0.087 -0.648 1.269 0.4028
H 0.860 0.804 -1.150 0.4563
```

Output
**HOMO energy**: -11.118 eV

=====

Record 3
C4H9NO | the ωB97M-V functional and the def2-TZVPD basis

XYZ file:
```
15
Properties=species:S:1:pos:R:3:mulliken_charge:R:1
C -1.880 -1.030 0.221 -0.7455
C -0.688 -0.938 -0.360 -0.3097
C 0.100 0.369 -0.527 0.2193
N -0.630 1.551 -0.156 -0.7212
C 1.453 0.305 0.302 -0.5366
O 2.168 -0.825 -0.138 -0.5077
H -2.248 -0.132 0.805 0.2013
H -2.435 -1.963 0.197 0.2727
H -0.158 -1.819 -0.736 0.3514
H 0.266 0.545 -1.574 0.2029
H -0.716 1.679 0.923 0.2841
H -1.657 1.539 -0.511 0.2955
H 1.318 0.145 1.359 0.2930
H 1.997 1.207 0.075 0.3905
H 3.111 -0.632 0.119 0.3101
```

Output
**HOMO energy**: -9.317 eV

=====

Record 4
C2H4N2OS | the ωB97M-V functional and the def2-TZVPD basis

XYZ file:
```
10
Properties=species:S:1:pos:R:3:mulliken_charge:R:1
C -0.870 -0.351 -0.200 0.0046
C 1.601 0.124 0.492 0.0462
H -3.731 -1.187 0.674 0.3929
H -1.101 0.385 -0.983 0.3452
H 0.656 -1.478 0.763 0.2834
H 2.354 -0.084 1.413 0.2344
N -1.735 -1.081 0.336 -0.3370
N 0.403 -0.539 0.415 -0.1712
O -3.043 -0.776 -0.292 -0.4387
S 1.943 1.330 -0.408 -0.3598
```

Output
**HOMO energy**: -8.778 eV

=====

Copy entry 1 word for word.
C20H33NO7 | the ωB97M-V functional and the def2-TZVPD basis

XYZ file:
```
61
Properties=species:S:1:pos:R:3:mulliken_charge:R:1
C 1.514 -3.662 -2.609 -0.3958
C 1.781 -2.558 -3.297 -0.3482
C 1.813 -1.153 -4.135 0.4253
N 3.119 -1.019 -4.862 -0.6498
C 1.593 0.011 -2.992 -0.6703
O 0.607 -0.522 -2.066 -0.3423
C -0.473 0.416 -1.810 -0.1163
C -1.393 0.773 -3.089 -0.6920
C -1.768 -0.481 -4.034 -0.1631
C -3.249 -1.070 -3.651 -0.9249
H 0.992 -4.416 -1.898 0.3139
H 0.968 -1.114 -4.914 0.3142
H 3.744 -0.328 -4.419 0.2538
H 2.864 -0.749 -5.830 0.3011
H 1.325 1.034 -3.442 0.2426
H 2.636 0.104 -2.470 0.4220
H -0.133 1.407 -1.329 -0.0312
H -1.171 -0.098 -1.028 0.3009
H -0.820 1.588 -3.694 0.3096
H -2.375 1.257 -2.681 0.4150
H -1.888 -0.052 -5.114 0.2351
H -1.027 -1.359 -3.999 0.0920
H -4.085 -0.352 -4.004 0.2602
H -3.338 -2.111 -4.172 0.2897
H -3.311 -1.294 -2.508 0.1720
O -5.237 -3.391 -3.078 -0.5616
C -4.882 -3.695 -1.964 0.4622
C -5.067 -5.044 -1.326 -0.3960
C -4.815 -4.742 0.134 -0.4952
C -3.855 -3.579 0.067 -0.4454
O -4.213 -2.862 -1.118 -0.2879
H -4.325 -5.735 -1.733 0.2585
H -6.077 -5.421 -1.490 0.2820
H -4.423 -5.592 0.696 0.3224
H -5.750 -4.424 0.609 0.2641
H -2.814 -3.904 -0.023 0.2541
H -3.947 -2.923 0.935 0.3110
O -1.751 4.437 2.320 -0.6226
C -0.714 3.861 2.094 0.2875
C 0.498 3.856 2.983 -0.1648
C 1.572 3.341 2.051 -0.2392
C 0.790 2.468 1.101 -0.3828
O -0.498 3.080 0.998 -0.2866
H 0.324 3.176 3.819 0.1851
H 0.725 4.860 3.343 0.3584
H 2.375 2.810 2.561 0.1419
H 2.016 4.180 1.504 0.2540
H 0.662 1.449 1.481 0.2439
H 1.254 2.421 0.113 0.3142
O 1.589 2.552 5.457 -0.5634
C 2.793 2.444 5.430 0.4671
C 3.642 1.861 6.524 -0.4581
C 5.026 2.333 6.139 -0.5156
C 4.929 2.437 4.636 -0.5109
O 3.571 2.801 4.370 -0.2702
H 3.561 0.771 6.497 0.2679
H 3.344 2.246 7.500 0.3085
H 5.825 1.668 6.473 0.3249
H 5.209 3.323 6.568 0.2688
H 5.139 1.484 4.139 0.2923
H 5.600 3.200 4.235 0.3178
```

Output
**HOMO energy**: -9.163 eV

=====

Please write out number 3 again, unchanged.
C4H9NO | the ωB97M-V functional and the def2-TZVPD basis

XYZ file:
```
15
Properties=species:S:1:pos:R:3:mulliken_charge:R:1
C -1.880 -1.030 0.221 -0.7455
C -0.688 -0.938 -0.360 -0.3097
C 0.100 0.369 -0.527 0.2193
N -0.630 1.551 -0.156 -0.7212
C 1.453 0.305 0.302 -0.5366
O 2.168 -0.825 -0.138 -0.5077
H -2.248 -0.132 0.805 0.2013
H -2.435 -1.963 0.197 0.2727
H -0.158 -1.819 -0.736 0.3514
H 0.266 0.545 -1.574 0.2029
H -0.716 1.679 0.923 0.2841
H -1.657 1.539 -0.511 0.2955
H 1.318 0.145 1.359 0.2930
H 1.997 1.207 0.075 0.3905
H 3.111 -0.632 0.119 0.3101
```

Output
**HOMO energy**: -9.317 eV